Formula: C23H39F6IrO2P2Si4
Source: the OMol25 dataset
Level of theory: wB97M-V/def2-TZVPD

Values from the calculation:
<S²>: 0.75
F_max in eV/A: 0.65
2S+1: 2
Highest occupied orbital energy (alpha / beta) in eV: -11.4 / -11.7
HOMO-LUMO gap (alpha / beta) in eV: 7.61 / 5.77
Net charge: +1
LUMO energy (alpha / beta) in eV: -3.82 / -5.89
Relative energy (zero: lowest compared OMol25 entry of this formula, charge and spin) in kJ/mol: 0.00

CARTESIAN COORDINATES (ANGSTROEM)
Ir (-0.182, -0.032, 0.587)
O (-2.955, -2.155, -1.215)
C (-2.183, -1.256, -1.058)
O (-0.937, -1.417, -0.599)
C (-2.512, 0.187, -1.484)
P (-1.598, 1.358, -0.441)
C (-2.594, 1.678, 1.030)
C (-3.839, 1.071, 1.202)
C (-4.544, 1.265, 2.381)
C (-4.014, 2.055, 3.388)
C (-2.765, 2.644, 3.233)
C (-2.051, 2.445, 2.067)
C (-1.468, 2.894, -1.397)
C (-1.443, 2.857, -2.792)
C (-1.424, 4.033, -3.523)
C (-1.417, 5.258, -2.873)
C (-1.431, 5.305, -1.488)
C (-1.462, 4.131, -0.751)
H (-3.581, 0.381, -1.527)
H (-2.139, 0.286, -2.502)
H (-4.267, 0.442, 0.434)
H (-5.506, 0.789, 2.511)
H (-4.566, 2.199, 4.307)
H (-2.338, 3.236, 4.031)
H (-1.052, 2.857, 1.982)
H (-1.422, 1.918, -3.327)
H (-1.416, 3.991, -4.604)
H (-1.408, 6.175, -3.448)
H (-1.434, 6.258, -0.975)
H (-1.507, 4.192, 0.325)
C (3.032, -2.363, 1.306)
Si (2.936, -2.004, -0.518)
C (1.968, -3.227, -1.511)
C (4.675, -1.702, -1.112)
Si (1.800, 0.262, -0.561)
Si (3.119, 2.034, 0.327)
C (2.028, 3.547, 0.481)
C (3.853, 1.542, 1.969)
C (4.577, 2.310, -0.825)
Si (1.865, 0.330, -2.985)
C (1.689, 2.199, -3.113)
C (3.456, -0.120, -3.832)
C (0.459, -0.661, -3.698)
H (3.760, -3.181, 1.370)
H (2.100, -2.701, 1.748)
H (3.421, -1.526, 1.884)
H (2.244, -4.228, -1.167)
H (2.209, -3.156, -2.572)
H (0.892, -3.105, -1.386)
H (5.218, -2.644, -0.981)
H (5.179, -0.950, -0.504)
H (4.756, -1.419, -2.158)
H (1.051, 3.295, 0.899)
H (1.871, 4.035, -0.483)
H (2.503, 4.265, 1.153)
H (3.111, 1.236, 2.700)
H (4.388, 2.406, 2.374)
H (4.581, 0.737, 1.851)
H (4.319, 2.752, -1.788)
H (5.123, 1.383, -1.009)
H (5.270, 2.997, -0.332)
H (2.674, 2.647, -2.977)
H (0.999, 2.662, -2.410)
H (1.347, 2.452, -4.123)
H (4.332, 0.320, -3.353)
H (3.383, 0.311, -4.836)
H (3.603, -1.192, -3.955)
H (-0.392, -0.713, -3.028)
H (0.786, -1.687, -3.871)
H (0.152, -0.245, -4.661)
F (0.532, 1.001, 2.333)
P (0.281, -0.225, 3.627)
F (0.195, 0.951, 4.653)
F (0.049, -1.408, 4.615)
F (0.395, -1.305, 2.284)
F (1.854, -0.310, 3.711)
F (-1.261, -0.110, 3.244)